117
Properties=species:S:1:pos:R:3:forces:R:3:lowdin_spin:R:1 method="wB97M-V/def2-TZVPD" multiplicity=6 e_above_lowest_kj_mol=361.67 homo_ha="-0.11703 / -0.17604" orbital_gap_ha="0.1789 / 0.1910" charge=-1
Ru -0.69383 -0.33474 -0.33866 -0.3 -0.1 -0.6 2.301
C -2.03179 -6.75741 3.14380 -0.1 0.0 0.0 -0.003
C -0.71721 -6.33891 2.99813 0.0 0.0 0.0 0.001
C -0.41834 -5.20783 2.25185 0.0 0.0 0.0 0.001
C -1.42416 -4.47841 1.61230 0.1 -0.1 0.0 0.005
C -2.74757 -4.87801 1.81535 0.0 0.0 0.0 0.000
C -3.04688 -6.00663 2.56479 0.0 0.0 0.0 0.001
C -1.11180 -3.24677 0.80660 0.0 0.2 0.2 0.022
C 0.30290 -3.05900 0.31528 0.0 0.0 -0.1 0.133
C 1.35943 -3.93202 0.03670 0.0 0.0 0.0 0.040
C 2.42418 -3.14428 -0.39143 0.0 0.0 0.0 0.124
C 1.99858 -1.79787 -0.36288 0.1 -0.1 0.0 0.031
C 2.75064 -0.62749 -0.58280 -0.1 0.1 0.1 0.121
C 4.22324 -0.73691 -0.69605 0.1 0.0 0.0 0.010
C 4.96084 -1.46028 0.24478 0.0 0.1 0.0 0.012
C 6.34146 -1.54765 0.13857 0.0 0.0 0.0 0.000
C 7.00848 -0.91854 -0.90427 0.0 0.0 0.0 0.010
C 6.28591 -0.18838 -1.83903 0.0 0.0 0.0 0.000
C 4.90543 -0.09549 -1.73242 0.0 -0.1 -0.1 0.012
C 2.18685 0.65897 -0.58252 0.0 -0.1 0.0 0.028
N 0.85645 0.93114 -0.66996 0.1 0.2 0.2 0.140
C 0.65345 2.26119 -0.37605 0.0 0.2 -0.2 -0.014
C -0.61936 2.85957 -0.43835 0.1 -0.1 0.3 0.313
C -0.94359 4.11550 0.43457 -0.2 -0.2 -0.1 0.029
C -1.37036 5.08484 2.76272 0.0 -0.1 -0.2 0.002
C -0.37007 5.91768 2.99652 0.2 0.1 0.0 0.005
C 0.89525 5.34969 2.35823 -0.1 -0.1 -0.1 0.000
C 0.85541 5.77581 0.89766 0.0 0.0 0.1 0.007
C -0.01839 5.24489 0.04551 -0.1 0.1 0.1 0.009
C -1.57933 2.25527 -1.37397 -0.1 0.0 -0.2 0.111
C -2.24925 2.87681 -2.41907 0.1 0.1 0.2 0.076
C -2.82351 1.86911 -3.20701 0.0 -0.1 -0.1 0.114
C -2.51954 0.64007 -2.61322 -0.1 0.1 0.0 0.053
N -1.75181 0.89148 -1.49999 0.0 0.4 0.3 0.079
C -2.87635 -0.70268 -3.01366 0.2 0.0 0.1 0.320
C -2.70297 -1.80177 -2.12415 -0.2 0.0 0.1 0.022
C -3.23345 -3.09707 -2.23273 0.0 0.0 -0.1 0.146
C -2.80075 -3.83331 -1.11556 0.0 0.0 0.1 0.034
C -2.02887 -2.97612 -0.34914 0.0 -0.1 -0.1 0.127
N -1.99042 -1.74296 -0.94482 0.2 -0.2 0.0 0.080
C -3.27768 -0.98432 -4.40218 0.0 0.0 -0.1 0.031
C -2.66693 -2.03629 -5.10666 0.0 0.1 0.0 0.036
C -2.96912 -2.29279 -6.43415 -0.1 0.0 0.0 -0.001
C -3.89382 -1.50398 -7.11090 0.1 0.0 0.0 0.037
C -4.52024 -0.47170 -6.42873 0.0 0.0 0.0 -0.002
C -4.22300 -0.21955 -5.09641 -0.1 -0.1 0.0 0.036
C 1.94929 2.85476 -0.14840 0.2 -0.1 -0.2 0.019
C 2.88421 1.88617 -0.32084 0.0 0.0 0.0 -0.038
N 0.67990 -1.78558 0.03765 0.1 -0.1 0.0 0.034
H -2.26625 -7.64706 3.71664 0.0 0.0 0.0 0.000
H 0.08453 -6.89008 3.47629 0.0 0.0 0.0 0.000
H 0.60610 -4.86764 2.18872 0.0 0.0 0.0 0.001
H -3.55070 -4.28483 1.39777 0.0 0.0 0.0 0.001
H -4.08215 -6.30103 2.69656 0.0 0.0 0.0 0.000
H 1.34327 -5.00620 0.12682 0.0 0.0 0.0 0.000
H 3.39881 -3.49037 -0.70043 0.0 0.0 0.0 0.006
H 4.44000 -1.90274 1.08479 0.0 0.0 0.0 0.000
H 6.89939 -2.10529 0.88140 0.0 0.0 0.0 0.000
H 8.08719 -0.98702 -0.98369 0.0 0.0 0.0 0.001
H 6.79601 0.30305 -2.65909 0.0 0.0 0.0 0.000
H 4.34031 0.46168 -2.47137 0.0 0.0 0.0 0.001
H -2.40355 5.20674 3.04988 0.0 0.0 0.0 0.000
H -0.41841 6.88220 3.48818 -0.1 -0.1 0.0 0.000
H 1.82248 5.64763 2.84750 0.0 0.0 0.0 0.000
H 1.53830 6.54970 0.55883 -0.1 0.0 0.0 0.001
H -0.05837 5.55656 -0.99423 0.0 0.0 0.1 0.000
H -2.28002 3.93844 -2.60342 0.0 0.0 0.0 0.002
H -3.39022 2.02466 -4.10884 0.0 0.0 0.0 0.008
H -3.86957 -3.45001 -3.03028 0.0 0.0 0.0 0.008
H -3.01034 -4.87059 -0.90582 0.0 0.0 0.0 0.000
H -1.92265 -2.63822 -4.60242 0.0 0.0 0.0 0.000
H -2.47072 -3.10614 -6.94919 0.0 0.0 0.0 -0.001
H -4.11921 -1.68939 -8.15477 0.0 0.0 0.0 0.003
H -5.25643 0.14104 -6.93767 0.0 0.0 0.0 -0.001
H -4.76558 0.55719 -4.57507 0.0 0.0 0.0 0.001
H 2.13344 3.89871 0.02785 0.0 -0.1 0.0 0.002
H 3.95241 1.98831 -0.21822 0.0 0.0 0.0 -0.002
C -6.64365 -2.16659 5.49541 0.1 0.0 0.0 0.001
C -5.38945 -2.10276 4.66186 0.0 -0.1 0.0 0.003
C -5.39806 -1.55954 3.38716 -0.1 0.0 0.0 -0.001
C -4.23965 -1.46931 2.61861 0.1 -0.1 -0.2 0.005
C -4.34420 -0.95013 1.20620 0.0 0.0 0.1 0.005
C -3.02584 -1.92316 3.16182 -0.1 0.3 -0.1 0.031
Te -1.14447 -1.49871 2.23881 -0.3 -0.5 0.2 0.193
C -3.00152 -2.50053 4.44507 0.1 0.0 0.0 0.009
C -1.73634 -3.04617 5.06519 -0.1 0.1 0.0 0.007
C -4.18758 -2.58949 5.16420 0.0 0.0 0.0 0.001
H -7.52164 -1.89290 4.90935 0.0 0.0 0.0 0.000
H -6.57525 -1.48380 6.34562 0.0 0.0 0.0 0.000
H -6.79442 -3.17213 5.89376 0.0 0.0 0.0 0.000
H -6.33218 -1.18231 2.97894 0.1 0.0 0.0 0.000
H -4.30277 -1.78078 0.49436 0.0 0.1 0.0 0.001
H -3.52422 -0.27745 0.96900 0.0 0.1 0.0 0.005
H -5.28436 -0.41709 1.05265 0.0 0.0 0.0 0.000
H -0.97196 -2.27261 5.16249 0.0 0.0 0.0 0.002
H -1.31884 -3.83902 4.44439 0.0 0.0 0.0 0.002
H -1.94615 -3.45767 6.05354 0.0 0.0 0.0 0.000
H -4.16851 -3.04097 6.15261 0.0 0.0 0.0 0.000
S -2.72501 4.62267 0.21784 0.4 -0.2 -0.4 0.004
C -3.37905 3.08862 0.83644 0.1 -0.1 0.0 0.002
N -2.85179 2.30934 1.68880 -0.2 0.0 0.1 0.005
C -1.67682 2.64256 2.38538 -0.1 0.2 -0.2 0.007
C -1.37673 2.02319 3.53098 0.2 -0.1 0.0 0.006
C -0.22638 2.43730 4.33249 -0.1 0.0 0.1 0.000
C 0.67907 3.29293 3.86428 0.0 0.2 0.0 0.002
C 0.59587 3.83458 2.46198 0.0 0.0 0.2 -0.001
C -0.86698 3.84641 1.98703 0.0 0.0 -0.1 0.013
H -4.32513 2.80133 0.37659 0.1 0.0 0.0 0.000
H -2.00942 1.21521 3.88035 0.0 0.0 0.0 0.002
H -0.10477 1.99408 5.31352 0.0 0.0 -0.1 0.000
H 1.55769 3.55464 4.44702 -0.1 -0.1 0.0 0.000
H 1.25987 3.22763 1.84612 -0.1 0.1 0.2 -0.001
F 2.84536 -0.70469 2.61129 -0.2 0.2 0.0 0.001
B 1.95012 0.28737 3.06250 -0.2 -0.1 -0.1 0.001
F 0.97569 0.54126 2.01299 0.5 -0.1 0.7 0.011
F 1.27384 -0.16184 4.22329 0.2 0.1 -0.4 0.001
F 2.63317 1.48292 3.32327 0.1 -0.2 -0.1 0.000